Record 1
Computed, not measured: a cluster of 2 separate species, C5H10N2S2 in total in a non-equilibrium geometry, with ωB97M-V with the def2-TZVPD basis set.

The geometry in XYZ format:
```
19
Properties=species:S:1:pos:R:3:forces:R:3
C -4.337 -1.132 0.030 0.045 0.017 -0.014
C -3.131 -0.638 -0.234 0.003 0.009 0.004
N -2.727 0.664 0.082 -0.194 0.124 0.099
C -1.513 1.182 -0.176 -0.644 0.270 -0.098
S -1.029 2.702 0.189 -0.436 -0.088 -0.004
H -4.582 -2.151 -0.243 0.070 0.142 0.025
H -5.109 -0.544 0.522 0.132 -0.051 -0.066
H -2.359 -1.224 -0.725 -0.088 0.051 0.067
H -3.391 1.276 0.544 0.093 -0.101 -0.059
H -0.848 0.471 -0.674 -0.787 0.302 -0.125
C 3.407 -1.098 0.431 0.068 -0.050 0.041
C 2.708 0.160 -0.020 0.183 -0.218 -0.007
N 3.519 1.180 -0.333 -0.055 0.066 -0.062
S 1.062 0.273 -0.121 1.906 -0.498 0.151
H 3.065 -1.360 1.434 0.028 0.037 -0.121
H 3.128 -1.921 -0.233 0.031 0.152 0.103
H 4.499 -1.001 0.439 -0.171 0.006 0.003
H 3.115 2.053 -0.642 0.006 -0.128 0.053
H 4.524 1.107 -0.270 -0.191 -0.042 0.008
```
Positions in Å, forces in eV/Å.

F_max in eV/A: 1.98
HOMO level in eV: -7.6
Frontier orbital gap in eV: 8.3
Total energy in eV: -29996.777
ΔE to the lowest compared entry with this formula, charge and spin in eV: 1.0241
Total charge: 0
SMILES string: C=CNC=S.CC(N)=S

***

Record 2
Computed, not measured: an isolated molecule of C2H4N2O2 in a non-equilibrium geometry, with ωB97M-V with the def2-TZVPD basis set.

The geometry in XYZ format:
```
10
Properties=species:S:1:pos:R:3:forces:R:3
C -1.570 0.647 -1.837 -0.936 -1.399 0.383
N -0.975 0.461 -0.696 -9.657 3.716 -0.427
O 0.144 0.001 -0.697 8.610 -3.865 -1.252
C 0.813 -0.351 0.437 0.561 -0.065 3.029
N 0.686 0.301 1.618 2.402 -3.578 -4.367
O 1.841 -0.344 2.295 -3.415 0.521 5.374
H -2.695 0.753 -1.926 1.575 0.661 1.112
H -1.221 0.312 -2.818 0.972 0.184 0.309
H 1.582 -1.369 0.272 -2.376 3.580 0.421
H 1.396 -0.410 3.351 2.263 0.245 -4.583
```
Positions in Å, forces in eV/Å.

F_max in eV/A: 10.36
HOMO level in eV: -9.4
Frontier orbital gap in eV: 10.0
Total energy in eV: -9207.098
ΔE to the lowest compared entry with this formula, charge and spin in eV: 8.1249
Total charge: 0
SMILES string: C=NO/C=N/O

***

Record 3
Computed, not measured: a cluster of 2 separate species, C5H7Cl in total in a non-equilibrium geometry, with ωB97M-V with the def2-TZVPD basis set.

The geometry in XYZ format:
```
13
Properties=species:S:1:pos:R:3:forces:R:3
Cl 3.151 0.317 -1.450 0.322 1.121 -0.693
C 1.801 -0.163 -0.542 3.868 -0.746 2.097
C 1.702 -0.757 0.629 -1.672 1.721 -2.882
C 0.828 -1.140 -0.778 -0.911 -0.564 2.531
H 1.862 -0.742 1.686 0.084 -0.588 0.062
H 1.101 -2.108 -1.156 -0.491 -0.239 -0.472
H -0.141 -0.701 -0.678 -0.991 -0.955 -0.757
C -2.250 0.680 0.078 0.556 0.952 -0.658
C -1.106 1.113 0.625 -7.497 -1.450 1.577
H -2.229 0.591 -0.984 -0.531 -0.623 -0.806
H -3.236 0.585 0.594 1.238 0.177 -0.327
H -0.188 1.119 0.350 5.572 0.460 -2.598
H -1.295 1.205 1.626 0.454 0.734 2.927
```
Positions in Å, forces in eV/Å.

F_max in eV/A: 7.80
HOMO level in eV: -9.2
Frontier orbital gap in eV: 9.6
Total energy in eV: -17815.275
ΔE to the lowest compared entry with this formula, charge and spin in eV: 5.2035
Total charge: 0
SMILES string: ClC1=CC1.C=C

***

Record 4
Computed, not measured: a structure of composition C32H48BF7IrN6O5P2S3 in a non-equilibrium geometry, with ωB97M-V with the def2-TZVPD basis set.

The geometry in XYZ format:
```
105
Properties=species:S:1:pos:R:3:forces:R:3
Ir -0.090 0.384 -0.152 0.817 2.170 -0.776
F -5.031 -1.199 2.177 0.039 -0.047 0.003
C -4.730 0.038 2.576 -0.018 0.038 -0.005
F -4.024 -0.065 3.718 0.011 0.001 0.029
F -5.887 0.649 2.891 -0.035 0.023 -0.002
C -3.983 0.810 1.521 -0.093 -0.048 0.072
C -4.600 1.837 0.847 -0.087 0.081 0.018
C -3.910 2.514 -0.145 -0.063 0.049 -0.034
C -2.622 2.136 -0.436 0.056 -0.185 0.158
N -2.000 1.144 0.224 -0.064 -0.395 -0.255
C -2.660 0.482 1.202 0.108 0.336 -0.086
S -1.734 -0.695 2.005 0.042 -0.496 0.316
H -5.612 2.118 1.105 -0.012 -0.052 -0.025
H -4.369 3.327 -0.688 0.047 -0.010 -0.034
H -2.048 2.599 -1.213 0.080 0.126 -0.079
F -1.557 -3.567 -1.512 0.021 0.063 -0.009
B -1.788 -2.802 -0.393 -0.443 -0.020 0.110
F -0.832 -1.629 -0.509 -0.140 0.063 0.282
F -1.455 -3.463 0.778 -0.177 0.006 -0.091
F -3.056 -2.248 -0.357 0.139 -0.059 -0.064
C 1.858 5.111 -2.587 -0.070 -0.005 0.118
C 2.922 5.118 -1.505 0.036 -0.083 -0.016
C 4.047 4.145 -1.790 0.006 0.026 0.084
O 2.329 4.897 -0.191 -0.321 -0.030 -0.395
P 1.919 3.564 0.569 0.175 0.316 0.509
S 3.396 2.671 1.444 0.180 -0.288 -0.074
S 0.800 2.499 -0.799 -0.334 -0.173 0.262
O 1.022 4.144 1.749 -0.351 -0.152 -0.054
C -0.078 5.101 1.776 0.205 0.128 -0.115
C -1.213 4.722 0.854 0.042 -0.069 0.018
C 0.431 6.509 1.532 0.093 -0.007 0.065
H 2.251 5.592 -3.484 0.004 -0.009 0.004
H 0.974 5.658 -2.255 0.027 0.027 -0.053
H 1.557 4.094 -2.837 -0.009 0.026 -0.033
H 3.328 6.124 -1.410 -0.006 0.051 0.053
H 3.661 3.127 -1.783 0.023 -0.092 -0.045
H 4.837 4.222 -1.044 -0.010 -0.023 -0.011
H 4.460 4.356 -2.777 0.007 0.005 0.018
H -0.416 5.022 2.809 0.010 -0.006 0.052
H -0.880 4.675 -0.183 -0.040 0.070 -0.008
H -2.006 5.467 0.936 -0.006 -0.025 0.038
H -1.616 3.747 1.122 -0.001 0.059 0.030
H 0.597 6.693 0.471 -0.010 0.010 0.019
H 1.371 6.664 2.061 -0.026 0.024 -0.004
H -0.300 7.225 1.910 -0.013 -0.003 -0.059
O 1.920 -0.234 -0.177 0.137 -0.654 -0.260
P 2.984 -1.274 -0.515 -0.003 -0.200 0.395
N 3.405 -1.173 -2.085 0.111 0.316 -0.473
C 3.740 -2.314 -2.945 0.076 0.042 0.075
C 3.901 -1.695 -4.341 0.063 0.097 0.078
C 4.166 -0.210 -4.065 -0.098 -0.082 -0.044
C 3.268 0.058 -2.866 0.279 -0.092 0.093
N 4.418 -1.039 0.272 -0.130 0.814 0.232
C 5.384 -0.032 -0.236 0.042 -0.205 0.097
C 6.330 0.242 0.950 -0.154 -0.118 0.023
C 5.923 -0.775 2.028 0.027 0.097 -0.068
C 4.444 -1.001 1.743 0.186 -0.145 -0.081
N 2.632 -2.776 0.018 -0.236 -0.315 -0.383
C 3.647 -3.838 0.156 -0.098 0.088 0.015
C 3.080 -5.009 -0.637 -0.069 0.033 0.068
C 1.573 -4.912 -0.375 0.054 0.100 -0.004
C 1.295 -3.419 -0.118 0.228 -0.100 0.243
H 2.949 -3.065 -2.928 -0.009 0.021 0.003
H 4.674 -2.777 -2.610 -0.002 -0.029 -0.007
H 2.974 -1.798 -4.908 0.088 -0.027 0.052
H 4.706 -2.170 -4.899 -0.039 -0.018 -0.056
H 3.916 0.431 -4.910 0.051 -0.017 -0.019
H 5.214 -0.055 -3.801 -0.012 0.041 0.018
H 2.238 0.220 -3.191 0.124 0.109 0.011
H 3.572 0.920 -2.277 0.011 0.114 0.022
H 4.888 0.893 -0.527 -0.071 0.085 -0.030
H 5.899 -0.437 -1.108 0.007 -0.017 0.027
H 6.159 1.253 1.317 0.060 0.030 -0.006
H 7.377 0.146 0.668 0.006 0.053 0.005
H 6.106 -0.404 3.036 0.003 -0.051 0.006
H 6.465 -1.712 1.893 -0.003 -0.009 0.034
H 3.849 -0.170 2.135 -0.048 0.030 0.001
H 4.069 -1.938 2.153 -0.032 0.023 -0.001
H 3.731 -4.117 1.213 0.045 0.023 0.031
H 4.620 -3.492 -0.184 0.024 -0.035 0.008
H 3.503 -5.960 -0.311 0.011 -0.001 -0.038
H 3.300 -4.883 -1.697 0.016 -0.009 -0.008
H 1.303 -5.499 0.504 -0.013 -0.014 -0.004
H 0.978 -5.275 -1.211 -0.013 -0.034 0.031
H 0.720 -3.287 0.795 0.144 0.013 0.014
H 0.740 -2.964 -0.921 0.130 -0.071 -0.091
O 0.928 -1.627 -2.518 -0.328 -0.376 -0.015
C 0.267 -0.724 -2.957 -0.490 0.222 0.026
N -0.331 0.323 -2.225 -0.124 -0.480 -0.304
C -0.878 1.230 -3.138 0.416 -0.502 -0.040
O -1.367 2.315 -2.921 -0.134 0.270 0.029
C -0.683 0.683 -4.517 -0.103 0.191 0.043
C -1.039 1.210 -5.740 -0.047 0.021 -0.100
C -0.659 0.497 -6.875 -0.069 0.068 0.100
C 0.043 -0.701 -6.764 0.055 -0.040 0.023
C 0.388 -1.217 -5.517 0.009 -0.104 -0.089
C 0.009 -0.493 -4.407 0.064 -0.133 -0.017
H -1.594 2.137 -5.809 0.043 0.009 0.002
H -0.915 0.878 -7.855 0.007 -0.026 -0.006
H 0.329 -1.237 -7.660 -0.028 0.007 0.002
H 0.929 -2.150 -5.422 -0.074 0.009 0.009
N 0.655 0.782 1.790 -0.131 -0.499 0.144
H 1.477 1.390 1.719 0.092 -0.096 0.041
H 0.983 -0.121 2.120 0.079 0.084 0.209
H 0.001 1.143 2.475 0.030 0.068 0.005
```
Positions in Å, forces in eV/Å.

Spin multiplicity: 2
F_max in eV/A: 2.45
⟨S²⟩: 0.76
HOMO level (alpha / beta) in eV: -8.4 / -8.4
Frontier orbital gap (alpha / beta) in eV: 8.2 / 6.0
Total energy in eV: -126775.700
ΔE to the lowest compared entry with this formula, charge and spin in eV: 1.9615
Total charge: 0

***

Record 5
Computed, not measured: a structure of composition C5H11NO in a non-equilibrium geometry, with ωB97M-V with the def2-TZVPD basis set.

The geometry in XYZ format:
```
18
Properties=species:S:1:pos:R:3:forces:R:3
C 2.687 0.659 0.199 0.304 -0.025 0.121
O 1.458 0.995 -0.392 0.033 0.064 -0.090
C 0.632 -0.119 -0.566 0.134 -0.204 -0.227
C -0.132 -0.555 0.710 0.133 -0.106 0.005
N -1.290 0.120 0.157 0.606 0.020 -0.661
C -2.651 -0.384 0.537 0.783 0.813 -0.532
C -0.722 0.302 -1.149 0.160 -0.141 -0.532
H 3.267 1.580 0.287 -0.048 -0.134 0.005
H 3.242 -0.060 -0.423 -0.060 0.098 0.081
H 2.559 0.223 1.202 -0.011 0.070 -0.148
H 1.153 -0.924 -1.097 0.061 0.087 0.050
H -0.286 -1.642 0.794 0.139 0.064 -0.050
H 0.239 -0.164 1.669 -0.082 -0.068 -0.191
H -2.155 0.571 1.098 -2.646 -1.367 1.637
H -2.672 -1.506 0.546 0.022 0.885 0.734
H -3.388 -0.041 -0.195 0.196 0.209 0.202
H -0.771 1.336 -1.507 0.053 -0.221 -0.103
H -1.169 -0.390 -1.869 0.222 -0.044 -0.299
```
Positions in Å, forces in eV/Å.

F_max in eV/A: 3.40
HOMO level in eV: -7.8
Frontier orbital gap in eV: 8.8
Total energy in eV: -8896.347
ΔE to the lowest compared entry with this formula, charge and spin in eV: 5.3500
Total charge: 0

***

Record 6
Computed, not measured: a structure of composition C8H17F3O2Sb, with ωB97M-V with the def2-TZVPD basis set.

The geometry in XYZ format:
```
31
Properties=species:S:1:pos:R:3:forces:R:3
C 1.318 -0.340 2.097 -0.090 -0.068 -0.094
C 2.499 -0.682 1.196 0.126 -0.025 0.020
O 2.084 -1.370 0.030 0.015 -0.093 0.061
C 2.200 -0.646 -1.178 0.094 0.082 -0.173
C 1.431 0.667 -1.249 -0.100 -0.099 -0.022
O 0.089 0.472 -0.990 0.021 0.089 -0.020
Sb -1.027 2.188 -0.543 -0.124 0.255 -0.011
C -2.525 0.844 0.351 0.026 -0.049 0.150
C -2.676 -0.520 -0.321 -0.067 -0.069 -0.062
C -1.789 -1.582 0.219 -0.363 0.335 0.174
F -1.945 -1.833 1.547 -0.013 -0.073 0.061
C -0.925 -2.332 -0.419 0.733 -0.309 -0.445
F -0.625 -2.221 -1.709 -0.222 -0.124 0.310
F -0.203 -3.297 0.144 -0.190 0.090 -0.046
H 0.436 -0.217 1.470 -0.008 0.088 -0.029
H 1.473 0.600 2.628 0.051 -0.048 0.093
H 1.120 -1.140 2.813 -0.018 0.024 0.010
H 3.205 -1.344 1.713 -0.011 0.064 0.030
H 3.051 0.225 0.930 -0.026 0.006 -0.062
H 1.819 -1.316 -1.951 -0.008 0.002 0.050
H 3.264 -0.446 -1.401 -0.024 0.024 0.044
H 1.881 1.413 -0.567 0.012 -0.029 0.042
H 1.611 1.052 -2.271 0.037 0.056 0.019
H -0.087 2.277 0.950 0.037 -0.010 -0.010
H 0.182 3.158 -1.381 0.038 -0.056 0.030
H -1.897 1.965 -2.077 -0.017 -0.056 0.004
H -1.961 3.623 -0.104 0.013 -0.074 -0.034
H -2.339 0.731 1.423 0.033 0.034 -0.016
H -3.459 1.402 0.236 0.016 0.018 -0.011
H -2.503 -0.433 -1.397 0.031 -0.024 0.004
H -3.701 -0.896 -0.189 0.000 0.038 -0.067
```
Positions in Å, forces in eV/Å.

F_max in eV/A: 0.91
HOMO level in eV: -4.0
Frontier orbital gap in eV: 7.6
Total energy in eV: -27352.675
Total charge: -1

***

Q: Look up the F_max of the second one.
A: 10.36 eV/A